C25H52AlBFO11 | ωB97M-V/def2-TZVPD

```
91
Properties=species:S:1:pos:R:3:forces:R:3:mulliken_charge:R:1
C -4.859 7.051 2.505 0.1 0.0 0.1 -1.146
C -4.186 6.254 1.374 -0.1 0.1 -0.1 -0.299
C -4.996 5.035 0.931 0.1 0.0 0.2 -0.885
C -5.027 3.889 1.965 0.0 -0.1 -0.2 -0.652
C -4.186 2.668 1.564 0.1 0.2 0.0 -1.082
C -2.712 2.768 1.992 -0.1 -0.1 0.1 0.591
C -2.460 2.058 3.320 0.0 0.2 0.2 -0.592
C -1.012 2.024 3.819 0.0 -0.2 0.1 -1.176
C 0.040 1.623 2.782 0.0 0.0 0.0 -0.448
C 0.494 2.741 1.823 -0.1 -0.1 0.0 -0.205
C 2.013 2.909 1.782 -0.1 0.1 -0.1 -1.550
C 2.722 1.767 1.052 0.0 0.0 0.1 -0.722
C 2.162 1.506 -0.350 0.2 0.0 0.0 -0.024
C 3.211 0.945 -1.307 -0.3 -0.1 0.1 -1.625
C 2.656 0.140 -2.499 0.3 -0.2 -0.3 2.306
C 3.812 -0.710 -3.058 -0.2 0.0 -0.1 -1.317
C 3.367 -1.688 -4.156 0.1 -0.1 -0.1 -0.684
C 3.105 -3.070 -3.606 -0.1 0.0 -0.1 -0.236
F 3.106 -4.019 -4.660 0.0 0.1 0.0 -0.333
O 1.631 -0.745 -2.118 -0.1 0.3 0.4 -0.855
Al 0.068 -0.200 -2.799 0.2 -0.3 -0.2 0.852
O 0.955 0.546 -4.186 -0.1 0.3 0.0 -0.776
C 2.122 1.057 -3.671 0.0 0.0 0.1 -0.380
O 1.878 2.383 -3.143 0.0 -0.2 -0.1 -0.300
B 1.084 3.156 -3.950 -0.1 0.1 0.1 0.727
O -0.127 3.626 -3.485 -0.1 -0.1 -0.3 -0.675
O 1.514 3.550 -5.200 0.2 -0.2 0.2 -0.552
H -4.861 8.120 2.290 0.0 0.0 0.0 0.353
H -5.896 6.738 2.645 0.0 0.0 0.0 0.285
H -4.350 6.926 3.461 0.0 -0.1 0.0 0.295
H -3.183 5.945 1.677 0.0 0.0 0.0 0.151
H -4.049 6.906 0.508 0.0 0.0 0.0 0.375
H -6.017 5.373 0.729 0.0 0.0 -0.1 0.386
H -4.600 4.665 -0.018 0.0 0.0 0.0 0.387
H -4.665 4.269 2.926 -0.1 -0.1 0.1 0.329
H -6.061 3.568 2.111 0.0 0.0 0.1 0.397
H -4.626 1.763 1.992 0.1 0.0 0.0 0.426
H -4.231 2.557 0.478 -0.1 -0.1 0.0 0.465
H -2.447 3.824 2.099 0.1 0.0 -0.1 -0.108
H -2.072 2.347 1.217 0.0 0.0 0.0 0.022
H -3.064 2.556 4.090 -0.1 -0.1 0.0 0.223
H -2.836 1.032 3.263 0.1 0.0 -0.2 0.204
H -0.976 1.280 4.622 0.0 0.1 0.1 0.384
H -0.737 2.977 4.287 0.0 0.1 -0.1 0.336
H -0.346 0.769 2.216 0.0 0.0 0.0 0.176
H 0.920 1.259 3.321 0.0 0.0 0.0 0.585
H 0.023 3.689 2.102 0.1 0.0 0.1 0.441
H 0.138 2.523 0.815 0.0 0.1 0.0 0.216
H 2.254 3.856 1.288 0.0 0.0 -0.1 0.444
H 2.393 2.993 2.808 0.0 0.0 0.0 0.460
H 2.644 0.855 1.655 0.1 0.0 0.0 0.278
H 3.791 1.996 0.986 0.0 0.0 0.0 0.476
H 1.345 0.786 -0.293 -0.1 0.1 0.0 0.249
H 1.760 2.434 -0.757 -0.1 0.0 -0.1 0.291
H 3.836 1.758 -1.687 0.1 0.0 0.0 0.278
H 3.855 0.263 -0.740 0.0 0.0 0.0 0.418
H 4.604 -0.061 -3.445 0.0 0.1 0.1 0.402
H 4.235 -1.270 -2.218 0.0 0.0 0.0 0.453
H 2.466 -1.323 -4.651 0.0 0.0 0.0 0.255
H 4.145 -1.786 -4.918 0.0 0.0 0.0 0.369
H 2.131 -3.135 -3.123 0.0 0.0 0.1 0.165
H 3.894 -3.383 -2.917 0.0 0.0 0.0 0.263
H -0.646 0.972 -1.930 -0.1 0.1 0.0 -0.305
H -0.911 -1.406 -3.209 0.0 0.0 0.0 -0.641
H 2.865 1.168 -4.473 0.1 -0.1 0.1 0.352
H -0.503 2.974 -2.879 0.1 0.0 0.3 0.255
H 0.767 3.851 -5.716 -0.2 0.2 -0.1 0.268
C 2.451 -10.289 -1.334 0.0 0.0 0.0 -0.627
O 2.409 -9.726 -2.646 0.0 0.0 0.0 -0.322
C 3.114 -8.594 -2.777 0.0 0.0 0.0 0.794
O 3.750 -8.072 -1.897 0.0 0.0 0.0 -0.548
O 2.991 -8.167 -4.024 0.0 0.0 0.0 -0.328
C 3.678 -6.931 -4.307 0.0 -0.1 0.0 -0.511
H 1.843 -11.187 -1.384 0.0 0.0 0.0 0.207
H 3.474 -10.538 -1.055 0.0 0.0 0.0 0.287
H 2.041 -9.593 -0.604 0.0 0.0 0.0 0.295
H 4.746 -7.058 -4.138 0.0 0.0 0.0 0.303
H 3.294 -6.130 -3.687 0.0 0.0 0.0 0.231
H 3.476 -6.718 -5.350 0.0 0.0 0.0 0.206
C -4.242 -3.190 4.534 0.0 0.0 0.0 -0.606
O -2.917 -3.725 4.457 0.0 0.0 0.0 -0.339
C -2.045 -2.921 3.841 0.1 0.0 -0.1 0.833
O -2.295 -1.838 3.381 -0.1 0.1 0.0 -0.551
O -0.857 -3.517 3.821 0.0 0.0 0.0 -0.339
C 0.166 -2.753 3.158 0.0 0.0 0.0 -0.565
H -4.829 -3.943 5.051 0.0 0.0 0.0 0.201
H -4.245 -2.255 5.091 0.0 0.0 0.0 0.284
H -4.641 -3.014 3.537 0.0 0.0 0.0 0.290
H 0.311 -1.798 3.659 0.0 0.0 0.0 0.233
H -0.103 -2.577 2.118 0.0 0.0 0.0 0.307
H 1.064 -3.359 3.221 0.0 0.0 0.0 0.243
```
Forces are in eV/Å.

Values from the calculation:
HOMO energy, eV: -5.7
Strongest force on any atom, eV/Å: 0.51
Electronic energy, a.u.: -2178.88636
Total charge: -1
LUMO energy, eV: 2.31

=====

C30H33As2CeN3O2S2 | ωB97M-V/def2-TZVPD

```
73
Properties=species:S:1:pos:R:3:forces:R:3:mulliken_charge:R:1
Ce 9.131 9.638 13.971 -0.4 0.1 -0.6 0.613
N 7.830 8.613 18.458 -0.1 0.9 -0.5 -0.335
C 7.944 9.076 17.164 -0.1 0.8 0.9 0.657
S 8.401 7.829 16.058 0.1 -0.1 -0.9 -0.565
N 7.749 10.365 16.978 0.2 0.3 -0.5 -1.191
N 7.959 10.816 15.657 -0.4 -0.4 0.2 0.918
C 7.926 12.080 15.392 0.0 0.4 1.0 -0.365
C 8.127 12.805 14.113 0.5 1.0 1.1 0.791
C 8.408 14.201 14.242 -0.4 0.0 -0.1 -0.800
C 8.608 15.089 13.195 -0.1 -1.6 0.7 -1.050
C 8.589 14.519 11.922 0.1 0.1 -0.4 -0.239
C 8.351 13.174 11.745 -0.1 -0.4 -0.3 -0.672
C 8.108 12.284 12.826 0.2 -0.4 -1.0 0.806
O 7.927 10.986 12.614 0.3 -0.2 0.2 -0.808
H 7.844 7.624 18.585 -0.1 -0.3 0.1 0.198
H 7.399 9.189 19.171 0.1 0.0 -0.3 0.246
H 7.813 12.740 16.266 -0.2 -0.1 -0.3 0.326
H 8.415 14.596 15.235 0.0 0.2 0.6 0.379
H 8.787 16.129 13.396 0.0 0.2 -0.1 0.442
H 8.781 15.130 11.049 -0.1 0.0 0.0 0.403
H 8.345 12.762 10.733 0.0 0.0 0.4 0.452
C 12.345 10.579 11.580 -0.2 -0.6 -0.3 -1.107
As 11.340 8.907 11.829 -0.4 -0.4 0.7 0.739
C 12.656 7.446 11.703 -0.2 0.2 0.1 -1.076
C 10.194 8.732 10.262 0.3 0.0 0.1 0.153
C 10.727 9.162 9.060 0.3 -0.2 -0.2 -0.779
C 10.005 9.037 7.889 -0.2 0.3 -0.2 -0.882
C 8.697 8.597 7.933 0.1 0.0 0.1 -0.756
C 8.130 8.208 9.136 0.3 -0.1 -0.1 -0.493
C 8.886 8.217 10.301 -0.2 -0.1 0.0 0.489
As 8.052 7.586 11.945 -0.4 0.1 0.5 0.711
C 6.156 7.151 11.510 0.8 0.5 -0.1 -1.335
C 8.881 5.846 12.272 -0.6 -0.1 -0.4 -0.944
H 12.897 10.522 10.647 0.2 0.2 0.0 0.509
H 13.029 10.688 12.419 0.0 0.0 0.0 0.265
H 11.643 11.416 11.563 0.1 -0.1 0.0 0.358
H 13.264 7.509 10.807 0.0 0.0 -0.1 0.410
H 12.150 6.478 11.744 -0.1 0.2 -0.1 0.351
H 13.292 7.501 12.585 0.1 0.1 0.0 0.303
H 11.741 9.553 9.041 -0.2 0.0 -0.1 0.244
H 10.428 9.307 6.936 0.2 0.1 -0.1 0.416
H 8.134 8.540 7.022 -0.3 0.0 -0.3 0.428
H 7.110 7.861 9.140 -0.1 -0.1 0.1 0.387
H 6.154 6.410 10.730 -0.1 -0.3 -0.4 0.444
H 5.606 8.046 11.190 0.3 -0.2 0.1 0.397
H 5.680 6.737 12.391 0.1 0.0 0.2 0.394
H 8.826 5.214 11.383 -0.1 -0.1 0.2 0.386
H 8.390 5.393 13.140 0.0 0.0 -0.3 0.431
H 9.914 5.999 12.529 0.5 0.1 0.1 0.164
O 11.234 10.109 15.042 0.5 -0.2 0.4 -0.265
S 11.769 8.851 15.752 0.1 -0.7 0.3 0.252
C 11.554 9.174 17.503 -0.4 0.0 -0.3 0.515
C 11.255 10.465 17.869 0.1 0.5 0.1 -0.240
C 11.039 10.761 19.210 0.2 0.0 0.2 -0.705
C 11.110 9.752 20.159 -0.4 -0.2 -0.3 -0.563
C 11.247 8.432 19.737 0.0 -0.5 0.7 -0.514
C 11.472 8.125 18.416 0.1 0.0 -0.7 -0.440
C 13.561 8.873 15.597 -0.5 0.0 -0.1 0.479
C 14.143 10.085 15.303 0.2 0.3 -0.2 -0.366
C 15.520 10.163 15.162 0.1 -0.1 0.3 -0.785
C 16.299 9.023 15.342 -0.5 0.0 -0.5 -0.540
C 15.685 7.797 15.555 -0.2 0.1 0.2 -0.594
C 14.303 7.704 15.699 0.3 0.2 -0.1 -0.375
H 11.187 11.239 17.115 0.0 0.0 0.0 0.405
H 10.814 11.775 19.512 0.1 0.0 0.0 0.424
H 10.959 9.954 21.211 0.0 0.1 0.0 0.412
H 11.121 7.615 20.453 0.2 0.3 -0.2 0.389
H 11.521 7.101 18.061 0.1 0.0 0.2 0.413
H 13.498 10.936 15.145 0.1 0.2 0.1 0.534
H 15.988 11.112 14.951 0.0 0.1 -0.1 0.447
H 17.364 9.069 15.215 0.3 0.1 0.1 0.411
H 16.282 6.903 15.604 0.1 -0.2 0.1 0.436
H 13.868 6.728 15.846 -0.3 0.0 0.1 0.454
```
Forces are in eV/Å.

Values from the calculation:
HOMO energy (alpha / beta), eV: -10.2 / -10.2
Strongest force on any atom, eV/Å: 1.71
Electronic energy, a.u.: -7220.62536
Energy relative to the best compared isomer or geometry (same formula, charge and spin), kJ/mol: 0.0
Total charge: +1
2S+1: 2
⟨S²⟩: 0.75
LUMO energy (alpha / beta), eV: -2.16 / -2.15

=====

C12H27Cl4N2O3Pd | ωB97M-V/def2-TZVPD

```
49
Properties=species:S:1:pos:R:3:forces:R:3:mulliken_charge:R:1
Pd -3.028 -1.226 -1.911 0.4 -0.3 0.9 0.799
C 0.386 -0.613 0.352 0.1 0.4 -0.4 -0.846
C -0.701 0.491 0.126 0.2 0.1 0.2 1.027
O -1.590 0.035 -0.812 0.1 -0.1 -0.3 -0.317
H 1.186 -0.453 -0.368 0.0 -0.1 0.0 0.191
H -0.002 -1.620 0.224 -0.1 0.0 0.3 0.080
H 0.786 -0.442 1.350 0.0 -0.2 0.0 0.387
H -0.173 1.375 -0.236 -0.1 0.1 -0.1 -0.414
H -1.174 0.723 1.083 -0.3 -0.3 0.0 0.041
Cl 0.086 2.453 5.239 0.0 -0.1 0.1 -0.177
C -1.071 1.490 4.279 -0.5 0.4 0.7 -0.102
C -2.496 1.881 4.674 1.4 1.0 0.0 -0.446
Cl -3.616 1.111 3.599 -0.8 -0.8 -0.7 -0.175
H -0.920 0.441 4.517 0.3 0.0 -0.4 0.262
H -0.899 1.794 3.251 0.0 -0.5 -0.1 0.008
H -2.574 2.949 4.479 -0.2 0.0 0.4 0.304
H -2.701 1.633 5.711 -0.1 0.0 0.0 0.345
Cl 2.027 0.256 -4.664 -0.1 0.2 0.1 -0.165
C 0.821 -0.740 -3.808 0.3 -0.2 -0.3 -0.104
C 1.529 -1.740 -2.922 0.6 -0.4 -0.3 -0.212
Cl 2.507 -2.931 -3.863 -0.4 0.1 0.0 -0.170
H 0.248 -1.233 -4.591 -0.1 -0.1 0.1 0.362
H 0.159 -0.092 -3.233 0.1 0.1 0.1 0.030
H 0.838 -2.324 -2.318 -0.1 0.1 0.0 0.014
H 2.301 -1.277 -2.314 -0.4 0.3 0.3 0.257
C 0.598 3.530 -2.356 0.3 0.3 -0.2 -0.027
O 0.012 3.577 -3.415 -0.1 -0.1 0.2 -0.591
N 1.889 3.876 -2.136 0.0 0.0 0.2 0.089
C 2.518 3.526 -0.889 0.4 -0.1 0.6 -0.787
C 2.828 4.151 -3.207 -0.4 0.3 -0.3 -0.967
H 0.133 3.225 -1.402 -0.3 -0.1 -0.1 0.397
H 3.347 2.840 -1.092 -0.1 -0.1 0.2 0.295
H 1.824 3.064 -0.185 -0.1 -0.1 -0.2 0.229
H 2.941 4.366 -0.333 0.0 0.2 -0.4 0.282
H 3.441 3.257 -3.326 0.3 0.2 -0.3 0.344
H 2.318 4.401 -4.135 -0.2 -0.4 0.1 0.324
H 3.413 5.043 -2.979 0.3 -0.2 0.3 0.325
C -1.880 -3.655 0.044 0.1 0.5 0.2 0.120
O -2.673 -2.764 -0.300 -0.3 0.4 -0.3 -0.681
N -1.398 -3.770 1.276 0.3 -0.6 -0.6 0.181
C -0.555 -4.942 1.582 -0.5 0.5 0.5 -0.914
C -1.927 -3.035 2.421 -0.1 -0.1 0.2 -1.038
H -1.507 -4.406 -0.661 0.1 0.1 0.0 0.390
H 0.197 -4.589 2.286 0.1 -0.3 0.1 0.300
H -0.061 -5.350 0.706 -0.1 0.1 -0.1 0.345
H -1.203 -5.696 2.032 0.3 -0.2 0.1 0.358
H -2.799 -3.571 2.801 -0.2 0.2 0.0 0.389
H -1.209 -3.014 3.239 0.2 -0.1 -0.2 0.352
H -2.176 -2.003 2.185 -0.2 -0.1 -0.3 0.306
```
Forces are in eV/Å.

Values from the calculation:
HOMO energy (alpha / beta), eV: -11.5 / -11.5
Strongest force on any atom, eV/Å: 1.67
Electronic energy, a.u.: -2776.93979
Total charge: +1
2S+1: 3
⟨S²⟩: 2.01
LUMO energy (alpha / beta), eV: -4.35 / -6.16

=====

Q: electronic energy of number 3 (C12H27Cl4N2O3Pd)?
A: -2776.93979 a.u.

=====

Q: Which of these has the lowest electronic energy?
A: C30H33As2CeN3O2S2